# 1
{"formula": "C22H19CdNO12P2S3", "method": "ωB97M-V with the def2-TZVPD basis set", "elements": ["Cd", "C", "C", "O", "P", "O", "O", "O", "P", "O", "O", "O", "H", "H", "H", "H", "H", "H", "H", "O", "C", "O", "C", "C", "C", "N", "C", "C", "C", "O", "O", "H", "H", "H", "O", "C", "C", "C", "C", "C", "S", "C", "C", "C", "C", "S", "C", "C", "C", "C", "S", "H", "H", "H", "H", "H", "H", "H", "H", "H"], "coordinates": [[1.703, -0.378, -0.821], [-0.008, -2.567, 3.274], [0.993, -3.502, 2.610], [1.690, -4.214, 3.632], [0.137, -4.754, 1.570], [-0.444, -3.937, 0.346], [-1.230, -5.124, 2.353], [0.918, -5.969, 1.290], [2.269, -2.571, 1.614], [2.413, -1.151, 2.315], [3.518, -3.354, 1.742], [1.646, -2.326, 0.221], [-0.713, -3.139, 3.878], [-0.569, -1.994, 2.535], [0.537, -1.872, 3.912], [2.564, -4.405, 3.247], [0.260, -3.296, 0.064], [-1.147, -6.042, 2.634], [1.792, -0.460, 1.951], [-1.983, 1.064, -6.857], [-0.777, 1.318, -6.658], [0.042, 1.938, -7.358], [-0.222, 0.784, -5.310], [-1.048, 0.080, -4.441], [-0.553, -0.340, -3.225], [0.706, -0.101, -2.840], [1.522, 0.561, -3.672], [1.089, 1.010, -4.911], [2.959, 0.833, -3.203], [3.669, 1.513, -3.930], [3.307, 0.319, -2.080], [-2.071, -0.108, -4.736], [-1.175, -0.876, -2.518], [1.767, 1.551, -5.554], [1.083, 0.657, 0.988], [-0.058, 1.451, 1.025], [-1.288, 0.587, 1.297], [-2.179, 0.634, 2.326], [-3.124, -0.433, 2.293], [-2.932, -1.267, 1.237], [-1.609, -0.761, 0.279], [0.075, 2.458, 2.155], [-0.557, 3.651, 2.339], [-0.217, 4.266, 3.575], [0.666, 3.519, 4.295], [1.097, 2.079, 3.477], [-0.221, 2.195, -0.292], [-1.303, 2.325, -1.109], [-1.011, 3.033, -2.310], [0.288, 3.432, -2.369], [1.163, 2.962, -0.976], [-2.142, 1.392, 3.095], [-3.896, -0.577, 3.036], [-3.469, -2.165, 0.980], [-1.233, 4.069, 1.605], [-0.599, 5.224, 3.902], [1.108, 3.759, 5.250], [-2.270, 1.899, -0.879], [-1.720, 3.190, -3.110], [0.790, 3.932, -3.182]], "forces_ev_per_a": [[0.024, -0.036, -0.033], [0.026, 0.010, 0.011], [-0.006, -0.013, -0.030], [0.019, 0.013, -0.002], [-0.048, 0.001, 0.027], [-0.056, -0.075, 0.035], [0.018, 0.005, -0.032], [0.008, -0.020, -0.009], [0.090, 0.044, 0.086], [-0.036, -0.098, -0.019], [-0.049, -0.018, -0.033], [0.018, -0.022, 0.011], [0.000, 0.007, -0.003], [-0.009, 0.004, -0.018], [-0.009, 0.008, 0.000], [-0.009, 0.003, 0.005], [0.046, 0.104, -0.053], [0.007, 0.007, 0.011], [-0.004, 0.066, 0.051], [-0.003, -0.001, -0.005], [0.007, 0.000, 0.009], [0.000, 0.001, -0.004], [-0.015, -0.005, 0.005], [0.004, 0.004, -0.009], [0.023, 0.003, -0.008], [-0.042, 0.006, 0.018], [-0.016, 0.024, -0.020], [-0.009, -0.004, 0.002], [0.024, -0.001, 0.005], [-0.002, -0.001, -0.013], [-0.008, 0.008, 0.042], [-0.001, -0.001, -0.001], [0.003, 0.003, -0.018], [-0.002, 0.001, -0.002], [0.001, 0.029, -0.056], [-0.063, 0.009, -0.007], [0.018, 0.022, -0.013], [0.009, -0.027, 0.031], [-0.022, 0.013, -0.003], [0.030, 0.007, -0.014], [0.005, -0.033, 0.038], [0.032, -0.033, 0.031], [-0.002, 0.012, -0.005], [0.000, 0.004, -0.002], [-0.002, -0.001, -0.007], [0.000, 0.012, -0.004], [0.010, 0.009, -0.010], [-0.010, -0.006, 0.017], [0.027, -0.004, -0.014], [-0.036, 0.004, -0.008], [0.027, -0.029, 0.014], [-0.005, -0.003, -0.003], [-0.002, -0.005, -0.007], [-0.009, 0.000, 0.010], [-0.002, 0.002, 0.002], [-0.001, -0.001, -0.001], [0.000, -0.004, 0.001], [0.001, -0.007, 0.006], [0.004, 0.001, -0.005], [0.000, 0.003, 0.002]], "e_tot_ha": -3852.8524, "homo_lumo_gap_ev": 7.4, "charge": -2, "mol_weight_g_mol": 760.0, "e_homo_ev": -3.65, "lumo_ha": 0.138}

=====

# 2
{"formula": "C22H19ClN2O3RhS2", "method": "ωB97M-V with the def2-TZVPD basis set", "elements": ["Rh", "Cl", "C", "C", "C", "C", "O", "C", "C", "N", "C", "C", "C", "C", "C", "C", "C", "C", "N", "C", "C", "H", "H", "H", "H", "H", "H", "H", "H", "H", "H", "C", "C", "S", "C", "C", "S", "H", "H", "H", "H", "H", "H", "C", "O", "C", "O", "H", "H", "H"], "coordinates": [[-0.165, 0.714, 0.057], [-5.014, -5.592, 0.886], [-4.375, -3.977, 0.635], [-5.246, -2.896, 0.657], [-4.702, -1.632, 0.438], [-3.349, -1.453, 0.239], [-2.846, -0.180, -0.015], [-2.433, -2.540, 0.220], [-1.023, -2.540, 0.021], [-0.154, -1.531, -0.185], [1.175, -1.867, -0.370], [1.782, -3.049, 0.048], [3.141, -3.315, -0.214], [3.932, -2.431, -0.890], [3.372, -1.201, -1.319], [4.118, -0.213, -1.998], [3.525, 0.956, -2.373], [2.171, 1.161, -2.057], [1.452, 0.269, -1.428], [2.015, -0.914, -1.058], [-3.031, -3.818, 0.417], [-6.306, -3.029, 0.819], [-5.359, -0.770, 0.407], [-0.618, -3.547, -0.018], [1.210, -3.762, 0.626], [3.569, -4.245, 0.145], [4.978, -2.641, -1.084], [5.168, -0.398, -2.206], [4.080, 1.727, -2.892], [1.664, 2.089, -2.303], [-2.388, -4.690, 0.403], [2.927, 4.050, 0.943], [1.667, 3.255, 0.643], [1.523, 1.724, 1.425], [0.674, 3.777, -0.143], [0.774, 5.183, -0.708], [-0.809, 2.950, -0.459], [3.623, 3.441, 1.519], [2.710, 4.955, 1.520], [3.433, 4.360, 0.023], [1.783, 5.596, -0.637], [0.097, 5.852, -0.168], [0.465, 5.198, -1.756], [-2.189, 0.495, 2.386], [-3.288, 1.160, 1.749], [-3.567, 0.878, 0.483], [-4.440, 1.415, -0.122], [-2.068, 0.990, 3.342], [-1.258, 0.602, 1.827], [-2.405, -0.564, 2.523]], "forces_ev_per_a": [[-0.405, 0.238, -0.123], [0.024, 0.060, -0.009], [0.009, 0.023, -0.011], [-0.030, -0.022, 0.005], [-0.033, 0.047, 0.039], [-0.082, 0.035, -0.055], [0.344, 0.152, -0.162], [0.199, 0.020, 0.018], [-0.011, 0.215, 0.057], [0.259, 0.021, -0.025], [-0.169, -0.102, -0.024], [0.107, -0.001, -0.036], [-0.172, 0.000, 0.065], [0.040, 0.037, -0.034], [-0.088, -0.015, 0.014], [0.083, -0.026, -0.008], [0.020, 0.077, -0.081], [0.008, 0.159, -0.108], [0.192, -0.260, 0.075], [-0.037, -0.039, -0.002], [0.052, -0.058, 0.012], [0.050, -0.003, -0.005], [0.062, -0.058, 0.000], [-0.014, -0.035, -0.066], [0.077, -0.015, -0.018], [-0.043, 0.003, 0.005], [-0.063, 0.026, 0.003], [-0.049, 0.003, 0.010], [-0.028, -0.001, 0.012], [0.036, 0.011, 0.024], [-0.037, 0.019, 0.012], [-0.070, -0.070, 0.007], [0.098, 0.032, 0.061], [-0.040, -0.047, -0.077], [-0.045, 0.154, -0.087], [-0.021, -0.113, 0.045], [0.294, -0.177, -0.064], [-0.026, 0.012, -0.006], [-0.002, -0.042, -0.037], [-0.007, -0.027, 0.049], [-0.108, -0.045, -0.016], [0.033, -0.011, -0.026], [0.016, -0.008, 0.043], [-0.219, -0.122, 0.248], [0.230, 0.250, -0.006], [-0.562, -0.780, 0.285], [0.179, 0.349, -0.174], [-0.023, 0.022, 0.065], [0.009, 0.132, 0.085], [-0.040, -0.018, 0.023]], "e_tot_ha": -2552.1309, "s2": 6.060, "homo_lumo_gap_ev": [5.5, 6.4], "charge": -1, "mol_weight_g_mol": 561.9, "e_homo_ev": [-2.72, -4.43], "lumo_ha": [0.102, 0.073], "multiplicity": 5}

=====

# 3
{"formula": "C22H19ClN6O8RuS", "method": "ωB97M-V with the def2-TZVPD basis set", "elements": ["Ru", "C", "C", "N", "N", "C", "S", "N", "N", "H", "H", "H", "H", "H", "H", "O", "C", "O", "C", "C", "C", "N", "C", "C", "C", "O", "O", "H", "H", "H", "C", "C", "C", "C", "C", "C", "N", "C", "C", "C", "C", "C", "C", "H", "H", "H", "H", "H", "H", "H", "H", "H", "H", "O", "Cl", "O", "O", "O"], "coordinates": [[-0.120, -0.454, -0.237], [1.589, 4.150, 3.389], [0.429, 3.243, 3.259], [-0.508, 3.065, 4.130], [-1.343, 2.152, 3.560], [-0.937, 1.753, 2.355], [-1.739, 0.689, 1.317], [0.192, 2.463, 2.143], [0.933, 2.311, 1.002], [1.523, 4.672, 4.339], [1.601, 4.880, 2.579], [2.519, 3.581, 3.350], [-2.153, 1.826, 4.056], [1.880, 2.005, 1.214], [0.927, 3.134, 0.416], [1.389, -4.066, -5.993], [2.299, -3.431, -5.452], [3.483, -3.175, -5.670], [1.782, -2.734, -4.088], [0.943, -3.453, -3.242], [0.449, -2.843, -2.110], [0.720, -1.558, -1.838], [1.559, -0.879, -2.628], [2.139, -1.436, -3.751], [1.781, 0.575, -2.242], [2.655, 1.228, -2.756], [0.923, 0.999, -1.356], [0.660, -4.468, -3.484], [-0.192, -3.383, -1.424], [2.834, -0.845, -4.330], [-3.697, -1.204, -4.011], [-3.000, -0.140, -3.451], [-2.382, -0.282, -2.228], [-2.429, -1.515, -1.539], [-3.137, -2.582, -2.118], [-3.762, -2.417, -3.336], [-1.688, -1.680, -0.381], [-2.018, -2.584, 0.608], [-0.988, -3.159, 1.372], [-1.288, -4.027, 2.400], [-2.613, -4.327, 2.696], [-3.639, -3.751, 1.955], [-3.355, -2.893, 0.913], [-4.176, -1.094, -4.973], [-2.940, 0.808, -3.968], [-1.883, 0.571, -1.778], [-3.145, -3.546, -1.628], [-4.286, -3.254, -3.778], [0.044, -2.929, 1.134], [-0.485, -4.473, 2.972], [-2.845, -5.004, 3.507], [-4.670, -3.965, 2.201], [-4.148, -2.422, 0.347], [2.630, -2.238, 2.616], [2.290, -1.117, 1.829], [2.380, -1.419, 0.422], [3.113, 0.015, 2.147], [0.884, -0.757, 2.074]], "forces_ev_per_a": [[1.520, 0.768, -0.596], [0.074, -0.058, -0.009], [-0.006, 0.069, -0.103], [-0.070, 0.080, 0.225], [0.095, -0.185, -0.232], [0.117, 0.429, 0.196], [0.058, -0.454, -0.663], [-0.077, -0.048, 0.318], [0.589, -0.146, -0.116], [0.007, -0.013, 0.005], [0.000, -0.003, -0.004], [0.010, 0.026, 0.012], [-0.039, -0.027, 0.025], [-0.118, -0.100, -0.021], [-0.092, -0.010, -0.021], [0.216, -0.201, -0.263], [-0.419, 0.849, 1.358], [-0.035, -0.217, -0.383], [0.476, -0.721, -1.203], [-0.151, 0.339, 0.432], [-0.055, -0.452, -0.195], [-0.479, 0.569, 0.763], [0.362, 0.524, -0.399], [-0.294, 0.128, 0.639], [0.581, -0.897, -0.879], [-0.377, 0.115, 0.299], [-1.028, -0.410, 1.424], [0.033, 0.011, -0.071], [0.037, 0.119, 0.026], [0.023, -0.095, -0.093], [0.032, -0.019, 0.022], [-0.037, 0.058, -0.021], [0.118, -0.174, 0.299], [-0.291, 0.048, -0.286], [0.060, -0.052, 0.097], [-0.058, -0.068, -0.027], [-0.295, 0.028, -0.101], [-0.063, -0.413, 0.308], [0.012, 0.148, -0.170], [-0.017, -0.076, 0.052], [0.053, 0.045, -0.028], [-0.086, -0.034, 0.009], [0.047, 0.127, -0.123], [0.009, 0.002, -0.008], [-0.020, -0.003, 0.006], [0.008, 0.011, -0.066], [0.023, 0.003, -0.022], [0.013, 0.003, -0.012], [-0.004, -0.060, 0.032], [0.013, 0.017, -0.010], [-0.005, 0.005, 0.004], [0.004, -0.014, -0.013], [-0.025, 0.002, 0.060], [-0.014, -0.485, 0.313], [1.013, 0.564, 0.126], [-0.213, -0.093, -0.499], [-0.245, 0.066, -0.037], [-0.992, 0.379, -0.374]], "e_tot_ha": -2733.1404, "s2": 6.051, "homo_lumo_gap_ev": [5.8, 4.0], "charge": 0, "mol_weight_g_mol": 664.0, "e_homo_ev": [-7.53, -7.51], "lumo_ha": [-0.063, -0.129], "multiplicity": 5}

=====

# 4
{"formula": "C22H19F3N4O", "method": "ωB97M-V with the def2-TZVPD basis set", "elements": ["N", "C", "O", "C", "C", "C", "C", "C", "C", "C", "C", "C", "C", "C", "C", "N", "C", "C", "N", "C", "C", "C", "C", "C", "F", "F", "F", "C", "C", "N", "H", "H", "H", "H", "H", "H", "H", "H", "H", "H", "H", "H", "H", "H", "H", "H", "H", "H", "H"], "coordinates": [[0.862, 0.321, -6.015], [0.431, -0.970, -6.248], [0.293, -1.251, -7.447], [0.122, -1.927, -5.082], [-0.347, -3.199, -5.348], [-0.695, -4.059, -4.294], [-0.532, -3.560, -2.979], [-0.014, -2.275, -2.755], [0.226, -1.784, -1.412], [1.311, -0.942, -1.164], [1.437, -0.360, 0.083], [0.581, -0.646, 1.129], [-0.469, -1.581, 0.946], [-0.651, -2.104, -0.322], [-1.441, -1.985, 2.030], [-1.757, -0.897, 2.994], [-0.810, -0.680, 4.106], [0.631, -0.710, 3.601], [0.812, 0.056, 2.340], [0.609, 1.459, 2.338], [1.169, 2.285, 3.310], [0.911, 3.647, 3.327], [0.122, 4.247, 2.350], [-0.197, 5.742, 2.326], [-0.090, 6.211, 1.071], [0.674, 6.478, 3.105], [-1.487, 5.861, 2.732], [-0.488, 3.415, 1.401], [-0.210, 2.068, 1.374], [0.355, -1.534, -3.802], [1.004, 0.698, -5.083], [0.930, 0.922, -6.800], [-0.539, -3.481, -6.366], [-1.065, -5.055, -4.448], [-0.715, -4.204, -2.128], [2.004, -0.763, -1.977], [2.253, 0.335, 0.287], [-1.466, -2.792, -0.484], [-1.100, -2.871, 2.584], [-2.411, -2.220, 1.573], [-1.917, -0.021, 2.505], [-0.950, -1.470, 4.850], [-0.966, 0.318, 4.578], [0.938, -1.745, 3.377], [1.281, -0.356, 4.405], [1.843, 1.861, 4.070], [1.320, 4.223, 4.133], [-1.108, 3.842, 0.591], [-0.694, 1.453, 0.639]], "forces_ev_per_a": [[-0.254, -1.259, 2.230], [0.302, 1.350, -1.898], [-0.281, -0.982, 1.810], [0.633, 0.086, 1.240], [-0.824, -0.418, 0.042], [0.715, 1.803, 1.225], [-0.056, -0.704, -0.992], [0.037, -1.304, -1.886], [-0.489, 0.390, 1.917], [-0.685, -0.170, -0.122], [0.746, 0.152, -0.214], [-0.507, -0.288, 0.166], [0.437, 0.221, -0.145], [1.325, 0.225, -1.209], [-0.485, 1.207, 0.797], [0.047, -0.081, 0.472], [-0.039, 0.245, -0.906], [0.257, -0.108, -0.398], [-0.068, 0.057, 0.851], [-0.184, -0.242, -0.011], [0.385, -0.464, 0.492], [-0.217, 0.118, -0.295], [-0.078, -0.075, 0.136], [0.901, -1.617, 0.228], [-0.320, 0.354, 0.389], [-1.539, -0.623, -0.620], [0.739, 1.060, 0.005], [0.360, 0.890, -0.692], [-0.216, -0.326, 0.348], [-0.284, 1.077, -0.958], [-0.154, -0.318, -0.365], [0.062, 0.216, -0.569], [0.143, -0.099, -0.349], [-0.065, -0.194, -0.175], [-0.183, -0.007, -0.039], [0.000, 0.217, 0.149], [-0.158, -0.174, -0.082], [-0.228, -0.010, -0.099], [-0.065, 0.213, -0.079], [0.365, -0.275, -0.063], [0.025, -0.229, -0.011], [0.014, 0.178, 0.115], [-0.352, -0.757, -0.354], [-0.040, 0.369, 0.040], [0.225, 0.088, -0.269], [-0.466, 0.216, -0.388], [0.251, 0.370, 0.119], [0.313, -0.234, 0.699], [-0.047, -0.149, -0.284]], "e_tot_ha": -1443.6500, "homo_lumo_gap_ev": 8.2, "charge": 0, "mol_weight_g_mol": 412.4, "e_homo_ev": -8.02, "lumo_ha": 0.005}